Entry from the Open Molecules 2025 dataset: a cluster of 2 separate species, C10H10IO2 in total at a distorted geometry (ωB97M-V/def2-TZVPD).

Calculated values
Gap between HOMO and LUMO (eV): 5.34
Energy relative to the best compared isomer or geometry (same formula, charge and spin) (kJ/mol): 0.0
E_LUMO (eV): 3.0
Total charge: -1
Electronic energy (eV): -22728.972

Last column: Löwdin charge in e.
Geometry (Å):
C -2.03144 1.14362 -2.28540  -0.16
C -1.89018 1.52816 -0.95724  -0.14
C -1.34541 0.01469 -2.71007  -0.14
C -1.11714 0.80881 -0.08210  -0.09
C -0.55291 -0.70598 -1.84931  -0.12
C -0.39948 -0.35318 -0.48766  -0.36
C 2.07969 0.95259 -0.27454  -0.51
C 1.43989 -0.52919 2.72442  -0.13
C 0.25870 -1.03442 1.88937  -0.37
C 0.50045 -0.94939 0.41002  -0.68
O 1.66224 1.79244 0.41054  0.15
O 2.71785 0.36684 -1.04412  0.11
I 1.60899 -2.69560 -0.26740  0.73
H -2.66432 1.70555 -2.95812  0.07
H -2.39516 2.42127 -0.60246  0.09
H -1.43412 -0.31536 -3.74004  0.09
H -1.01403 1.16629 0.93267  0.09
H -0.04358 -1.57816 -2.23253  0.03
H 2.34976 -1.04770 2.43136  0.05
H 1.58629 0.53502 2.56553  0.05
H 1.26537 -0.70389 3.78651  0.06
H 0.04911 -2.07028 2.19167  0.07
H -0.63057 -0.45212 2.14889  0.09